Entry 1:
Here is a single C4H7ClN2S molecule in a non-equilibrium geometry from the OMol25 dataset. Energies are from ωB97M-V/def2-TZVPD.

Geometry (Å):
Cl (0.7082, -0.6834, -2.8723)
S (3.0460, -0.7877, -0.0382)
N (0.6495, 0.5702, 0.1819)
N (0.7414, 1.3686, 1.3144)
C (-1.8205, -0.3352, 0.4299)
C (-0.6821, 0.1265, -0.5000)
C (0.3117, -0.9194, -1.1685)
C (1.4756, -0.2806, -0.3388)
H (-2.1120, 0.5999, 1.0009)
H (1.5404, 0.9693, 1.8936)
H (-1.3987, -1.0216, 1.2104)
H (1.0873, 2.4233, 1.1070)
H (-2.5981, -0.8457, -0.0890)
H (-1.1172, 0.8099, -1.2172)
H (0.1684, -1.9941, -0.9141)

Forces on atoms 1 to 2 (eV/Å):
-0.5 -0.2 -0.3
-1.4 0.9 -0.2

F_max	3.85	eV/Å
structure (SMILES)	C[C@@H]1[C@@H](Cl)C(=S)N1N
electronic energy	-1124.43299	Ha
gap between HOMO and LUMO	0.3363	Eh
HOMO energy	-8.4714	eV



Entry 2:
Here is 16 unconnected molecules or ions with the total composition C26H84N12O26 in a non-equilibrium geometry from the OMol25 dataset. Energies are from ωB97M-V/def2-TZVPD.

Geometry (Å):
O (3.4887, -6.9945, 1.2011)
O (-0.7252, -2.5053, -9.4571)
O (4.4495, -1.4615, 6.1071)
O (5.6032, 1.3931, 6.9011)
O (-0.4916, -1.0571, -1.4172)
O (-2.4095, 6.4282, -8.1864)
O (-8.5371, -0.3143, -5.9412)
O (2.8603, 7.2099, -7.6920)
O (0.9036, -1.8107, -7.2136)
O (-2.1283, 10.0605, -0.6263)
O (1.9546, 5.8783, 6.8739)
O (-4.1871, -1.4157, 9.4316)
O (0.7068, -7.0009, 6.2245)
O (5.5846, 3.2224, 0.4366)
O (5.4709, -2.8565, -3.2827)
O (-6.3716, -6.5206, 2.8703)
O (0.2927, -9.5193, -2.7029)
O (2.7357, 5.2598, -5.7196)
O (-1.2147, -1.3566, 8.5166)
O (-6.1863, -1.9394, -3.5082)
O (0.3803, 8.6966, -0.2451)
O (3.3971, -7.0071, 7.3192)
O (0.6212, 3.8865, 4.9431)
O (-2.6490, 4.3863, -5.7947)
O (0.4856, -7.3692, -4.5917)
O (-5.3857, 4.2536, -0.2798)
N (-7.2653, 4.1175, 0.8992)
N (5.1193, -1.6437, -1.4758)
N (0.2458, -1.1738, 0.6273)
N (-4.7025, -5.5591, 1.7513)
N (-5.4642, 3.2535, 1.7465)
N (4.8279, -8.7687, 1.6036)
N (5.2480, 4.7315, 1.9383)
N (7.1443, 3.8091, 1.9692)
N (4.6901, -8.1062, -0.3148)
N (5.0936, -0.7064, -3.3555)
N (-0.3406, 0.7118, -0.0744)
N (-6.7259, -5.1642, 1.0887)
C (2.3779, -7.8523, 7.7697)
C (5.9934, 3.8563, 1.3769)
C (-2.9046, 5.0689, -8.2410)
C (3.3784, 6.5369, -5.5722)
C (-1.8812, 8.9692, 0.2103)
C (0.0122, 4.9511, 5.6135)
C (-0.2273, -0.5247, -0.3473)
C (0.9118, 6.1034, 5.8559)
C (0.3640, -1.6270, -9.5057)
C (-6.7429, -0.9355, -4.3479)
C (-0.8792, -8.7997, -3.1784)
C (-2.3876, -1.5573, 7.7434)
C (-3.4408, -2.2900, 8.5790)
C (-0.8631, 8.0409, -0.5293)
C (6.0544, 0.0534, 7.1476)
C (-5.9754, -5.7651, 1.9968)
C (5.2411, -1.8056, -2.7248)
C (-3.5478, 4.6207, -6.9017)
C (0.4376, -0.9076, -8.1876)
C (-0.4967, -7.3315, -3.5793)
C (-8.2848, -1.0703, -4.6882)
C (2.8308, 7.6492, -6.3769)
C (1.1072, -7.0708, 7.6009)
C (4.2221, -7.9272, 0.8617)
C (5.7665, -0.9514, 5.9129)
C (-5.9525, 3.8590, 0.7066)
H (-2.1127, 4.3731, -8.5180)
H (1.4533, -6.5742, 5.7975)
H (-4.4638, 3.2217, 1.8814)
H (-3.8775, -1.5483, 10.3306)
H (2.6621, -8.0700, 8.7993)
H (-1.0119, 8.1276, -1.6056)
H (0.1978, 1.0394, 0.7148)
H (1.2629, -2.2233, -9.6621)
H (-2.1689, -2.2143, 6.9016)
H (6.2794, 1.9489, 7.2954)
H (-3.1411, 4.6695, -5.0206)
H (-1.3422, -6.7342, -3.9206)
H (0.6170, -6.4620, -4.8768)
H (-0.5349, -0.5372, -7.8634)
H (5.2778, -8.9270, -0.3442)
H (-9.2617, -0.8418, -6.2851)
H (-6.5880, 0.0388, -3.8843)
H (0.3347, -1.6466, -6.4580)
H (0.9569, -8.8731, -2.4524)
H (4.4045, 6.4731, -5.9342)
H (0.3521, 6.9687, 6.2109)
H (5.5637, -0.4133, 8.0018)
H (3.1474, 7.9379, -8.2481)
H (5.3786, -2.5058, -1.0178)
H (5.2730, -9.6024, 1.2471)
H (4.6653, -8.7342, 2.5998)
H (-0.9322, 7.0337, -0.1185)
H (-1.4929, -2.0268, -9.7784)
H (6.5310, -1.7208, 6.0206)
H (0.1933, -7.5314, 7.9761)
H (3.2705, 8.6290, -6.1906)
H (-0.0743, -6.8648, -2.6894)
H (-7.4019, 3.8826, 1.8719)
H (7.1077, 0.0824, 7.4264)
H (5.8614, -0.6295, 4.8758)
H (1.7805, 5.3163, -5.6425)
H (-1.6396, 10.7837, -0.2265)
H (4.5734, -2.3893, 6.3204)
H (-4.3289, -5.0756, 0.9471)
H (1.1798, -0.1097, -8.1644)
H (7.9306, 3.2984, 1.5937)
H (1.7761, 7.6861, -6.1040)
H (-6.2223, -4.6113, 0.4098)
H (4.8530, -0.7263, -1.1481)
H (-0.7528, 1.2912, -0.7917)
H (2.4088, 5.0663, 6.6372)
H (-1.6271, 9.0944, 1.2629)
H (-6.2931, -0.8943, -5.3399)
H (0.1320, -0.9942, -10.3623)
H (-1.2989, -9.3091, -4.0459)
H (-0.5611, -1.2511, 7.8215)
H (-4.1100, -2.8393, 7.9167)
H (0.4498, 9.5381, -0.7020)
H (5.5202, 5.0975, 2.8394)
H (-1.5079, 6.2562, -7.9053)
H (7.2538, 4.6272, 2.5514)
H (0.6991, -2.0432, 0.3852)
H (-7.7192, 4.7112, 0.2197)
H (3.4779, 6.7284, -4.5037)
H (4.2932, 4.9075, 1.6599)
H (1.3408, 3.4814, 5.4327)
H (-2.8183, 8.4262, 0.3331)
H (-0.8098, 5.3651, 5.0296)
H (-7.6964, -5.1098, 1.3631)
H (-4.4197, 5.2010, -6.5999)
H (-4.0690, -5.8543, 2.4805)
H (-0.4412, 4.6013, 6.5410)
H (4.1661, -7.5269, 7.5642)
H (-3.9566, 3.6822, -7.2763)
H (2.3763, -8.7937, 7.2203)
H (-3.5389, 5.0684, -9.1274)
H (-9.0382, -1.0702, -3.9005)
H (-2.9724, -2.9385, 9.3193)
H (-1.6126, -8.9129, -2.3800)
H (-2.7538, -0.6428, 7.2769)
H (-6.0684, 3.2478, 2.5559)
H (5.3125, -0.6051, -4.3363)
H (4.4789, -7.5942, -1.1594)
H (0.6687, -0.6251, 1.3623)
H (1.3890, 6.3481, 4.9070)
H (-5.2487, -1.7634, -3.4007)
H (1.2284, -6.1382, 8.1519)
H (4.6395, -0.0027, -2.7909)
H (-8.4425, -2.0889, -5.0428)

Forces on atoms 1 to 2 (eV/Å):
0.0 -0.7 0.4
-0.9 -1.2 0.0

F_max	7.66	eV/Å
electronic energy	-3654.03915	Ha
gap between HOMO and LUMO	0.3274	Eh
HOMO energy	-9.2033	eV